Here is C34H31BrN8O6S2W as an isolated structure from the OMol25 dataset. Energies are from ωB97M-V/def2-TZVPD.

Calculated values
Energy above the lowest of the compared OMol25 structures with the same formula, charge and spin ... 64.1 kcal per mole
Net charge ... -1
Lowest unoccupied orbital energy (alpha / beta) ... 1.153 / 1.307 eV
Multiplicity ... 2
HOMO-LUMO gap (alpha / beta) ... 3.78 / 4.77 eV

Element x y z (Å)
W  0.782  -1.261  -1.090
O  -1.937  -4.285  -0.009
C  -1.348  -3.356  -0.575
N  -0.087  -2.902  -0.245
C  0.628  -3.752  0.702
C  2.092  -3.402  0.656
C  3.023  -4.003  1.461
C  4.362  -3.589  1.422
C  4.693  -2.566  0.533
C  3.723  -2.011  -0.261
N  2.404  -2.392  -0.222
C  -1.876  -2.586  -1.700
C  -3.140  -2.754  -2.257
C  -3.515  -2.010  -3.351
C  -2.555  -1.151  -3.934
C  -1.321  -1.038  -3.367
N  -0.961  -1.675  -2.218
H  0.456  -4.810  0.445
H  0.244  -3.604  1.725
H  2.710  -4.790  2.128
H  5.103  -4.046  2.054
H  5.712  -2.218  0.447
H  3.976  -1.248  -0.991
H  -3.794  -3.485  -1.805
H  -4.499  -2.100  -3.783
H  -2.788  -0.603  -4.832
H  -0.547  -0.431  -3.835
O  1.884  0.030  -1.993
N  3.022  0.713  -2.206
C  3.893  0.244  -3.134
C  5.099  0.853  -3.323
C  5.419  1.991  -2.556
C  4.504  2.478  -1.659
C  3.260  1.849  -1.448
S  2.090  2.341  -0.371
H  3.574  -0.632  -3.680
H  5.785  0.458  -4.054
H  6.376  2.473  -2.682
H  4.698  3.362  -1.073
C  -6.076  0.408  2.160
C  -6.060  1.903  2.388
S  -4.556  2.683  1.685
O  -4.592  4.061  2.094
O  -3.433  1.891  2.113
C  -4.759  2.637  -0.125
C  -4.277  1.371  -0.819
N  -2.857  1.337  -1.047
C  -1.966  0.473  -0.485
N  -0.774  0.578  -1.059
C  -0.868  1.544  -2.015
C  -2.169  2.029  -2.044
N  -2.706  2.924  -2.930
O  -3.917  3.266  -2.814
O  -1.951  3.347  -3.838
C  -2.303  -0.454  0.625
H  -6.772  -0.078  2.842
H  -5.080  0.013  2.349
H  -6.373  0.164  1.143
H  -5.995  2.144  3.446
H  -6.912  2.418  1.955
H  -4.246  3.507  -0.528
H  -5.825  2.774  -0.279
H  -4.764  1.337  -1.800
H  -4.547  0.483  -0.246
H  -0.033  1.869  -2.602
H  -3.086  -1.160  0.340
H  -2.638  0.131  1.483
H  -1.410  -1.013  0.915
N  5.938  2.660  6.326
C  5.193  2.249  5.551
C  4.297  1.713  4.609
C  4.792  0.997  3.513
C  3.922  0.432  2.613
C  2.535  0.569  2.776
C  2.045  1.305  3.860
C  2.915  1.872  4.763
C  1.706  -0.002  1.790
C  1.091  -0.441  0.831
H  5.860  0.898  3.382
H  4.295  -0.120  1.763
H  0.979  1.437  3.973
H  2.542  2.452  5.596
Br  1.693  -2.700  -3.167